100
Properties=species:S:1:pos:R:3:forces:R:3:mulliken_charge:R:1 method="wB97M-V/def2-TZVPD" lumo_energy_ev="0.67 / 0.59" relative_energy_ev=1.4642 charge=-1 max_force_ev_per_a=3.34 homo_lumo_gap_ha="0.2006 / 0.1453"
Cd 0.968218 1.243410 0.556589 0.0122 0.1512 -0.8222 3.690
C 3.256976 -4.026971 5.239169 0.4373 0.1628 -1.1586 -1.730
C 2.445446 -3.005430 4.480502 -1.6379 -1.1701 0.4165 0.368
C 1.142118 -3.303182 4.095232 0.4027 1.5287 -0.2063 -0.779
C 0.324253 -2.313265 3.480889 -0.4710 0.4255 0.6094 0.420
C -1.090063 -2.539186 3.460304 0.2334 1.3563 -1.3912 -0.237
N -1.962557 -1.624619 3.005432 1.8190 -1.1478 0.7791 0.280
C -3.351078 -1.912000 2.781456 -0.6081 -0.5110 -0.3732 -0.670
C -4.208166 -0.618549 2.750745 -0.5155 -0.4658 1.3841 -0.457
C -5.216585 -0.577431 1.600118 1.1313 1.7658 -1.1319 -1.087
N -4.495353 -0.261105 0.316365 -1.4621 -0.6306 0.9728 -0.097
C -3.462805 0.624346 0.170268 1.5052 0.4976 -0.0101 -0.828
C -3.269368 1.892750 0.748523 -0.0269 0.1185 0.0480 0.591
C -4.284058 2.710359 1.296441 1.8344 2.2310 0.8101 -0.678
C -3.985265 4.088765 1.657686 0.5134 -0.7850 -0.1305 0.769
C -5.020767 5.076152 2.163967 0.1546 0.1353 -0.0609 -1.407
C -2.668850 4.578839 1.571742 -1.6703 -0.6235 0.3927 -0.847
C -1.604900 3.714224 1.286448 0.7759 -0.4791 -0.6548 0.031
C -0.233661 4.150038 1.444390 0.4621 0.6741 -0.5923 -0.503
N 0.844863 3.476137 1.222645 0.2281 -0.2208 0.7977 -0.032
C 2.092424 4.141103 1.644786 0.4651 1.0856 -0.6402 -0.895
C 3.363668 3.459036 1.122154 -0.7920 -1.3168 0.0755 -0.175
C 3.848348 2.247865 1.975358 -0.4627 0.8554 -0.0815 -0.970
N 2.861207 1.138587 2.050064 0.5151 -0.3253 0.7954 -0.312
C 2.901923 0.491568 3.158308 0.2060 1.6777 -0.6763 -0.747
C 2.222787 -0.740452 3.455808 0.2277 -2.3724 1.3486 0.685
C 2.922419 -1.737918 4.196769 -0.2470 1.9407 -1.0462 -0.357
C 0.869410 -0.997763 3.091226 -0.5106 -0.5224 -0.9999 0.535
O 0.173761 -0.178538 2.406365 0.0443 -0.1264 0.4764 -1.549
C -1.881598 2.447995 0.657752 -0.7598 0.7856 -0.6622 0.132
O -1.040893 1.911527 -0.124672 0.0219 -0.8430 0.7369 -1.081
H 3.756678 -4.640212 4.495230 0.4399 -0.1790 -0.0494 0.321
H 2.717845 -4.733367 5.842941 -0.6416 0.0419 0.3725 0.387
H 4.011474 -3.544176 5.835576 0.3267 0.1239 0.3161 0.389
H 0.700323 -4.263647 4.267364 -0.1030 -0.4624 0.3144 0.399
H -1.442218 -3.539874 3.777637 -0.1604 0.7995 -0.1548 0.330
H -1.564723 -0.739306 2.629325 0.2347 -0.6118 0.1458 -0.025
H -3.696838 -2.567345 3.593542 0.0416 0.1403 -0.1458 0.435
H -3.385940 -2.544001 1.864068 -0.4055 0.7541 0.2168 0.304
H -3.572212 0.284101 2.806194 -0.2806 -0.4181 -0.4427 0.307
H -4.750442 -0.619690 3.734871 0.1878 0.1732 -0.8842 0.436
H -6.021106 0.164403 1.749410 0.4068 -0.1374 0.3538 0.245
H -5.712548 -1.518692 1.487753 -0.1644 -0.7377 -0.1668 0.535
H -4.727247 -0.838855 -0.473667 0.2138 -0.0873 0.1309 0.279
H -2.613896 0.301245 -0.435716 -0.2563 -0.1252 -0.0329 0.599
H -5.263720 2.337917 1.442968 -0.9383 -0.2953 -0.0406 0.454
H -4.521335 5.981684 2.580442 -0.3309 -0.6694 -0.2640 0.330
H -5.652516 4.655758 2.957688 0.0566 0.0471 -0.2135 0.329
H -5.652769 5.412206 1.339947 -0.2609 0.0290 0.0913 0.290
H -2.563861 5.661273 1.684399 0.4805 -0.3904 0.3443 0.320
H -0.040657 5.216817 1.749302 -0.6334 -0.7949 0.0122 0.245
H 2.174534 4.199558 2.724915 -0.3375 -0.0898 0.5104 0.349
H 2.055384 5.207137 1.288352 0.1267 -0.8789 0.1350 0.689
H 4.183137 4.148132 0.949699 0.0814 0.1491 0.2060 0.467
H 3.102839 3.089119 0.128682 0.3319 -0.0214 -0.1560 -0.449
H 4.066012 2.535242 3.019581 0.0433 0.2331 -0.2565 0.541
H 4.784797 1.860734 1.554887 -0.3255 -0.0794 -0.1853 0.409
H 3.474772 0.951526 3.987157 0.2199 -0.5404 -0.2865 0.319
H 3.934170 -1.492749 4.510754 -0.0155 0.0389 0.0183 0.421
N 3.853019 2.733605 -3.727234 -1.3146 0.9328 -0.1646 -0.017
C 4.654549 2.031366 -2.926702 0.6882 -0.5141 2.0287 0.537
N 5.079309 0.803487 -3.279750 1.0957 -0.4623 1.9983 -0.249
N 5.688172 0.341529 -2.164348 -0.8370 0.8133 -0.7639 -0.380
N 5.638300 1.262993 -1.158473 -1.1408 1.6054 -2.6925 -0.318
N 5.019340 2.381688 -1.631874 0.6313 -2.1724 -0.1804 -0.106
C 2.954807 3.697119 -3.252254 -0.7543 -0.2575 0.6388 0.304
N 2.242766 4.577149 -3.970137 0.2942 0.4493 0.5182 -0.488
N 1.534085 5.249027 -3.048971 0.3124 -0.5784 -0.5986 -0.643
N 1.756985 4.723728 -1.836175 -0.0580 0.0831 -0.9477 -0.430
N 2.597229 3.738977 -1.948067 0.7830 -0.1986 0.2252 0.348
H 3.640270 2.294056 -4.619283 0.1652 0.2495 0.0858 0.294
Cl -2.519297 -0.894246 -4.784973 0.1660 -0.9765 0.3016 -0.150
C -2.705650 -2.538914 -4.180873 -0.0398 -0.7963 1.4207 0.600
C -3.955088 -3.167955 -4.349977 0.7488 -0.0002 0.6521 -0.571
C -4.176752 -4.447056 -3.813819 0.7215 -0.1651 -0.2693 -0.363
C -3.185644 -5.100052 -3.065247 0.0006 2.7807 -0.1020 -0.734
C -2.050745 -4.374322 -2.681966 -0.1900 0.6052 -1.8507 0.574
Cl -0.987079 -5.098150 -1.547303 0.3632 -0.0053 0.1772 -0.200
C -1.701471 -3.142897 -3.320039 -1.1663 0.0819 -0.7135 -0.886
N -0.476806 -2.538481 -3.063979 0.7726 0.7596 1.0788 1.175
C 0.635747 -2.490538 -3.900078 1.5849 -0.4590 -1.0048 1.054
C 0.522837 -2.651422 -5.306216 -1.0274 -0.0316 1.9859 -0.589
C 1.619030 -2.547900 -6.111872 -0.1644 0.1025 -2.2603 -0.605
C 2.859823 -2.272927 -5.595218 1.3062 0.4087 -1.4228 -0.679
C 3.046328 -2.156892 -4.248433 -0.7970 0.0952 0.6104 -0.549
C 1.967970 -2.300148 -3.372906 -1.3740 0.7873 0.5695 0.450
C 2.157063 -2.001576 -1.880062 -0.5174 0.1382 -0.3722 -1.416
C 1.458991 -0.711597 -1.375578 1.0135 0.9097 -0.1672 0.620
O 0.269549 -0.796953 -0.999721 -0.1869 -0.1694 0.3819 -1.220
O 2.144821 0.373630 -1.284260 -0.7594 -1.2288 0.5588 -1.036
H -4.757037 -2.581232 -4.778814 0.0341 -0.2628 -0.3282 0.387
H -5.103113 -4.977734 -4.009154 0.0034 0.2067 0.0095 0.363
H -3.297791 -6.036812 -2.626270 -0.5030 -1.5103 0.4642 0.490
H -0.340790 -2.016938 -2.168840 -0.3437 -0.4152 -0.4110 -0.244
H -0.498257 -2.780205 -5.639152 0.1592 -0.1000 -0.6065 0.361
H 1.510004 -2.574667 -7.230414 -0.0384 -0.1035 1.2347 0.275
H 3.704049 -2.017720 -6.278068 -0.7316 -0.4883 0.5733 0.311
H 4.018052 -1.849204 -3.920968 0.3109 0.0125 0.5970 0.284
H 3.215169 -1.855733 -1.707125 0.2206 -0.2112 0.2036 0.472
H 1.725427 -2.807332 -1.251563 0.4045 0.2220 -0.3519 0.260

98
Properties=species:S:1:pos:R:3:forces:R:3:mulliken_spin:R:1 method="wB97M-V/def2-TZVPD" lumo_energy_ev="2.98 / 2.98" relative_energy_ev=0.7756 charge=-2 spin_multiplicity=2 max_force_ev_per_a=1.69 homo_lumo_gap_ha="0.0789 / 0.1509"
Cs -0.393327 0.663737 -0.402175 0.9376 0.3314 -1.3604 0.000
O -1.786642 0.132409 1.696636 -0.7980 -0.2245 1.2666 0.003
N -2.566521 1.165075 1.891323 -0.0580 -0.0283 0.0565 0.003
C -2.179001 2.086280 2.807064 0.0067 0.0207 -0.0754 -0.002
C -2.909108 3.214947 3.067060 0.0080 0.0002 0.0061 0.000
C -4.091712 3.413990 2.353296 0.0033 -0.0157 -0.0142 -0.001
C -4.478703 2.477307 1.427752 0.0034 0.0006 -0.0117 0.000
C -3.732334 1.308198 1.159758 0.0246 -0.0260 0.0377 -0.001
S -4.210529 0.132189 0.018795 -0.0301 0.0394 0.0694 0.000
H -1.241472 1.848739 3.286243 0.0220 -0.0054 -0.0427 -0.001
H -2.539159 3.925635 3.791668 -0.0040 0.0053 -0.0054 0.001
H -4.692784 4.300198 2.516161 -0.0041 -0.0028 0.0003 0.000
H -5.383313 2.600468 0.849839 -0.0068 0.0027 0.0018 0.000
N -0.815445 3.460896 -2.006177 -0.1929 -0.1622 -0.2311 -0.002
C 0.237517 3.859719 -2.918714 -0.0109 0.1584 0.1381 -0.002
C 0.274420 5.389507 -3.110597 0.0068 0.0441 0.0919 0.003
C 1.455582 5.956564 -3.891393 -0.0204 0.0621 -0.0872 -0.002
C 2.796634 5.549738 -3.290119 -0.0109 0.0760 -0.0216 0.004
N 3.173264 4.233168 -3.772241 0.1477 0.1632 0.2486 -0.001
C 4.079705 3.588061 -3.120951 0.2722 -0.1251 0.0746 0.003
N 4.711163 4.044647 -1.992074 0.0078 0.0405 -0.0843 0.003
N 4.551827 2.396181 -3.622429 -0.0239 0.1768 -0.0042 0.000
C 0.077722 3.200920 -4.276263 0.2659 -0.3488 -0.1304 0.000
O 1.209371 3.029559 -4.963827 -0.7498 -0.2286 -0.1350 0.000
O -0.991827 2.876503 -4.736922 -0.1194 0.0937 0.0038 0.000
H -1.726939 3.734766 -2.354655 0.0167 0.0872 0.0192 0.000
H -0.610307 3.886178 -1.106567 -0.0186 -0.1923 0.1080 0.002
H 1.172327 3.532106 -2.456453 -0.0175 -0.0399 -0.0037 0.005
H 0.293379 5.806831 -2.098354 0.0202 0.0370 -0.0048 0.001
H -0.673328 5.701826 -3.564064 0.0042 -0.0292 -0.0313 0.000
H 1.370001 7.047611 -3.906302 0.0255 0.0039 0.0478 0.000
H 1.434091 5.626296 -4.933796 -0.0292 0.0295 -0.0045 0.000
H 2.694575 5.591613 -2.194243 -0.0217 -0.0269 -0.0387 0.001
H 3.568089 6.283877 -3.561092 0.0083 -0.0404 0.0004 0.000
H 1.994865 3.409733 -4.459775 0.3395 0.2556 -0.0187 0.000
H 4.129523 4.624332 -1.402605 0.0098 -0.0223 0.0057 0.000
H 5.141104 3.307407 -1.440298 0.0417 0.0537 -0.0169 -0.013
H 3.933927 1.992155 -4.309705 -0.0057 -0.0357 -0.0102 0.001
H 4.851110 1.716952 -2.933937 -0.0042 -0.0011 -0.0241 0.001
S 5.132854 1.357665 -0.064648 -0.0164 -0.1138 0.1200 0.069
C 4.920848 0.115368 -1.283835 -0.0391 -0.0076 0.0308 0.058
C 5.849276 -0.754543 -1.813688 0.0095 -0.0303 -0.0240 -0.038
C 5.454415 -1.681131 -2.788071 -0.0245 0.0391 0.0309 0.152
C 4.117497 -1.695959 -3.205126 0.0135 0.0058 0.0007 -0.084
C 3.174945 -0.828924 -2.685338 0.0059 0.0246 0.0061 0.115
C 3.547653 0.114056 -1.691414 -0.0051 -0.1359 0.0595 -0.057
N 2.740780 1.005307 -1.111338 -0.0603 0.0900 0.0221 0.083
C 3.372471 1.790418 -0.208375 -0.0778 -0.1796 0.0088 0.337
C 2.808446 2.822658 0.611383 0.0130 -0.0323 -0.0093 -0.122
C 3.624531 3.414714 1.609851 -0.0361 0.0687 -0.0513 0.239
C 3.121854 4.408200 2.442507 0.0219 -0.0155 -0.0033 -0.110
C 1.804169 4.814317 2.303308 -0.0330 -0.0255 -0.0638 0.191
C 1.010547 4.210007 1.305788 0.0578 0.1041 0.0132 -0.103
C 1.434223 3.224709 0.411266 0.0698 0.0654 0.0809 0.179
H 6.880656 -0.723824 -1.477280 -0.0113 0.0040 -0.0011 -0.009
H 6.174078 -2.369300 -3.213909 -0.0058 0.0120 0.0037 0.026
H 3.808087 -2.409008 -3.963266 0.0025 0.0083 0.0092 -0.006
H 2.144752 -0.856007 -3.022329 0.0114 -0.0008 0.0133 0.017
H 4.647857 3.078655 1.760964 0.0104 0.0146 -0.0002 0.048
H 3.759405 4.848265 3.204330 0.0021 -0.0051 -0.0023 -0.006
H 1.395385 5.585694 2.952145 -0.0059 -0.0018 0.0024 0.023
H -0.024834 4.567178 1.245640 0.0070 -0.0066 -0.0005 -0.004
Cl -5.637664 -9.017196 4.116207 0.0073 0.0050 -0.0059 0.000
C -4.647131 -7.848404 3.282226 0.0074 -0.0545 0.0434 0.000
C -5.241793 -6.919548 2.448166 -0.0251 0.0601 -0.0471 0.000
C -4.441200 -5.989241 1.807377 -0.0236 0.0061 0.0309 0.000
C -3.059516 -5.973059 1.975431 -0.0413 0.0462 -0.0819 0.000
C -2.232438 -4.927677 1.260944 0.0554 -0.0273 -0.0866 0.000
C -1.737604 -5.409710 -0.102954 0.0583 -0.0063 -0.0129 0.000
N -0.798513 -4.456309 -0.652839 -0.0303 -0.0195 0.0018 0.000
C 0.571975 -4.468960 -0.485721 -0.0394 0.0098 -0.0107 0.003
C 1.019088 -3.279518 -0.981168 -0.0328 -0.0068 0.0028 0.000
N -0.042287 -2.529680 -1.431723 0.0381 0.0111 -0.0687 0.001
C -1.108220 -3.254342 -1.213335 0.0384 -0.0284 0.0463 -0.001
O -2.991765 -3.774061 1.013928 -0.0748 0.0508 0.0369 0.000
C -2.615430 -2.654550 1.832098 0.0191 0.0319 -0.0589 0.000
C -2.900071 -2.958570 3.268949 -0.0593 0.0415 0.0104 0.001
C -1.975347 -3.237166 4.225510 0.0247 -0.0089 -0.0094 -0.001
Cl -0.266233 -3.211377 4.054545 0.0080 0.0075 0.0042 -0.001
S -2.672549 -3.662134 5.737433 0.0129 -0.0146 0.0683 0.000
C -4.253686 -3.466651 5.098086 -0.0355 -0.0073 0.0107 0.000
C -4.223722 -3.092919 3.795776 0.0009 0.0210 -0.0500 0.000
C -2.504599 -6.931913 2.809010 0.0296 -0.1115 0.0489 0.000
Cl -0.780963 -6.987289 3.052493 -0.0050 -0.0040 0.0035 0.000
C -3.280104 -7.870065 3.475660 0.0420 0.0139 -0.0099 0.000
H -6.314839 -6.916901 2.315433 0.0089 0.0022 0.0013 0.000
H -4.883754 -5.224840 1.181707 0.0069 -0.0125 0.0049 0.000
H -1.351183 -4.687167 1.861461 -0.0064 -0.0100 0.0530 0.000
H -2.597567 -5.495042 -0.769526 0.0002 -0.0197 -0.0123 0.000
H -1.256092 -6.385626 -0.030472 0.0263 0.0017 0.0158 0.000
H 1.079820 -5.310235 -0.043634 -0.0113 0.0137 -0.0153 0.001
H 2.031441 -2.913224 -1.056678 -0.0150 -0.0043 0.0065 -0.003
H -2.128476 -2.956079 -1.401957 0.0279 -0.0108 -0.0097 0.000
H -3.183571 -1.803559 1.463218 -0.0386 0.0167 0.0131 0.000
H -1.561374 -2.420178 1.677640 0.0300 -0.0129 0.0177 0.000
H -5.115488 -3.625000 5.726914 0.0183 0.0029 -0.0134 0.000
H -5.105885 -2.901967 3.199197 0.0238 0.0051 0.0087 0.000
H -2.820906 -8.594653 4.132126 -0.0012 0.0035 -0.0020 0.000